1.
Formula: C52H82N11O3P2RhS
Source: OMol25
Level of theory: the ωB97M-V functional and the def2-TZVPD basis

CARTESIAN COORDINATES (ANGSTROEM)
Rh (-0.302, -0.771, 0.315)
C (-3.714, -0.626, 5.912)
C (-3.860, -1.558, 4.715)
N (-2.628, -1.754, 3.964)
C (-1.675, -2.731, 4.481)
C (-0.481, -2.103, 5.201)
C (-2.333, -1.044, 2.838)
C (-3.297, 0.008, 2.387)
N (-1.236, -1.229, 2.180)
H (-4.678, -0.493, 6.405)
H (-3.352, 0.353, 5.597)
H (-3.013, -1.027, 6.644)
H (-4.632, -1.186, 4.047)
H (-4.193, -2.541, 5.057)
H (-1.334, -3.368, 3.660)
H (-2.220, -3.378, 5.168)
H (0.085, -1.441, 4.545)
H (0.192, -2.883, 5.561)
H (-0.809, -1.510, 6.055)
H (-3.420, 0.771, 3.161)
H (-4.278, -0.419, 2.170)
H (-2.913, 0.442, 1.467)
H (-0.650, -1.952, 2.574)
N (-1.884, 0.112, -0.318)
P (-2.230, 1.000, -1.562)
N (-3.139, 2.376, -1.273)
C (-4.353, 2.118, -0.482)
C (-5.485, 3.010, -0.968)
C (-5.068, 4.498, -0.912)
C (-3.627, 4.652, -0.426)
C (-2.667, 3.774, -1.220)
N (-0.893, 1.418, -2.484)
C (0.988, 2.077, -0.885)
C (1.645, 3.215, -1.667)
C (2.396, 2.805, -2.949)
C (0.374, 2.571, -4.438)
C (-0.795, 2.564, -3.406)
N (-3.329, 0.152, -2.488)
C (-3.813, 0.695, -3.750)
C (-3.121, 0.020, -4.930)
C (-3.375, -1.486, -4.870)
C (-2.920, -2.053, -3.526)
C (-3.537, -1.287, -2.360)
H (-4.163, 2.290, 0.583)
H (-4.620, 1.068, -0.588)
H (-6.379, 2.829, -0.366)
H (-5.723, 2.722, -1.994)
H (-5.736, 5.060, -0.258)
H (-5.152, 4.947, -1.905)
H (-3.557, 4.420, 0.639)
H (-3.302, 5.687, -0.542)
H (-1.669, 3.829, -0.787)
H (-2.624, 4.180, -2.235)
H (1.756, 1.534, -0.335)
H (-0.247, 1.930, 0.593)
H (2.391, 3.686, -1.024)
H (0.908, 3.991, -1.885)
H (3.247, 2.186, -2.676)
H (2.810, 3.721, -3.385)
H (0.097, 1.973, -5.304)
H (0.448, 3.611, -4.777)
H (-1.697, 2.589, -4.021)
H (-0.766, 3.500, -2.858)
H (-3.669, 1.775, -3.755)
H (-4.896, 0.518, -3.817)
H (-2.045, 0.211, -4.855)
H (-3.477, 0.437, -5.876)
H (-2.867, -1.994, -5.692)
H (-4.450, -1.667, -4.988)
H (-1.835, -1.978, -3.443)
H (-3.188, -3.111, -3.452)
H (-3.110, -1.610, -1.413)
H (-4.620, -1.475, -2.330)
C (0.471, -1.713, -5.060)
C (1.901, -1.689, -4.530)
C (2.197, -0.535, -3.528)
C (3.700, -0.696, -3.155)
C (4.179, -0.093, -1.834)
C (2.002, 0.783, -4.441)
O (2.074, 0.605, -5.632)
N (1.689, 2.107, -4.023)
C (0.402, 1.065, -1.861)
O (0.074, 2.656, 0.036)
N (0.527, -0.304, -1.470)
C (1.397, -1.021, -2.188)
O (1.688, -2.181, -1.900)
H (0.213, -2.705, -5.436)
H (0.325, -0.999, -5.870)
H (-0.234, -1.468, -4.262)
H (2.610, -1.628, -5.354)
H (2.092, -2.606, -3.981)
H (4.305, -0.331, -3.990)
H (3.856, -1.773, -3.096)
H (4.394, 0.972, -1.895)
H (5.108, -0.580, -1.525)
H (3.446, -0.244, -1.036)
H (1.079, 1.139, -2.664)
N (1.207, -0.108, 1.401)
P (1.959, 0.701, 2.427)
C (3.094, -0.330, 3.430)
C (2.637, -1.616, 3.719)
C (3.405, -2.487, 4.476)
C (4.645, -2.083, 4.956)
C (5.103, -0.803, 4.689)
C (4.329, 0.072, 3.932)
C (0.942, 1.511, 3.725)
C (1.483, 2.022, 4.905)
C (0.669, 2.641, 5.842)
C (-0.696, 2.762, 5.602)
C (-1.239, 2.263, 4.427)
C (-0.422, 1.637, 3.493)
C (3.008, 2.107, 1.888)
C (2.545, 3.418, 1.964)
C (3.326, 4.472, 1.505)
C (4.572, 4.224, 0.949)
C (5.029, 2.917, 0.832)
C (4.249, 1.867, 1.297)
H (1.676, -1.920, 3.323)
H (3.042, -3.486, 4.686)
H (5.253, -2.766, 5.537)
H (6.064, -0.480, 5.069)
H (4.694, 1.073, 3.743)
H (2.548, 1.933, 5.092)
H (1.095, 3.033, 6.756)
H (-1.332, 3.250, 6.331)
H (-2.299, 2.369, 4.236)
H (-0.825, 1.237, 2.571)
H (1.570, 3.621, 2.389)
H (2.959, 5.488, 1.582)
H (5.183, 5.046, 0.595)
H (5.996, 2.716, 0.386)
H (4.608, 0.849, 1.203)
C (0.661, -6.404, -1.364)
N (0.464, -4.958, -1.417)
C (-0.843, -4.582, -1.928)
C (1.003, -4.205, -0.401)
S (0.000, -3.261, 0.603)
N (2.316, -4.301, -0.226)
C (3.214, -4.722, -1.293)
C (2.974, -3.604, 0.865)
H (-0.154, -6.875, -0.803)
H (1.600, -6.650, -0.878)
H (0.671, -6.816, -2.374)
H (-0.950, -5.014, -2.925)
H (-0.906, -3.500, -2.001)
H (-1.658, -4.942, -1.291)
H (2.659, -4.850, -2.216)
H (3.727, -5.651, -1.032)
H (3.953, -3.934, -1.440)
H (2.327, -3.591, 1.733)
H (3.180, -2.571, 0.571)
H (3.901, -4.126, 1.102)

* energy above the lowest of the compared OMol25 structures with the same formula, charge and spin: 41.2 kJ/mol
* E_tot: -4050.11823 Eh
* strongest force on any atom: 0.96 eV Å⁻¹
* E_LUMO (spin up / spin down): 0.0089 / 0.0122 hartree


2.
Formula: C7H11BrN
Source: OMol25
Level of theory: the ωB97M-V functional and the def2-TZVPD basis

CARTESIAN COORDINATES (ANGSTROEM)
C (0.830, -1.662, 1.420)
C (-0.588, -1.473, 1.573)
C (1.734, -0.767, 1.011)
C (-1.167, -0.381, 1.116)
C (1.371, 0.490, 0.430)
C (-0.546, 1.322, -2.145)
C (-0.863, 0.093, -1.171)
N (-0.522, 0.567, 0.240)
Br (1.909, 2.097, 1.511)
H (1.156, -2.606, 1.657)
H (-1.134, -2.433, 1.957)
H (2.837, -1.021, 1.131)
H (-2.271, -0.276, 1.131)
H (1.835, 0.633, -0.618)
H (-1.126, 1.087, -3.067)
H (-0.971, 2.339, -1.795)
H (0.489, 1.331, -2.378)
H (-0.191, -0.813, -1.309)
H (-1.994, -0.085, -1.146)
H (-0.787, 1.560, 0.453)

* energy above the lowest of the compared OMol25 structures with the same formula, charge and spin: 260.9 kJ/mol
* E_tot: -2901.73498 Eh
* strongest force on any atom: 3.14 eV Å⁻¹
* E_LUMO: -0.1554 hartree
* charge: +1


3.
Formula: CH2N4O2
Source: OMol25
Level of theory: the ωB97M-V functional and the def2-TZVPD basis

CARTESIAN COORDINATES (ANGSTROEM)
C (1.025, -3.657, 1.217)
N (-0.319, 2.002, -1.393)
N (0.186, -0.012, 1.275)
N (0.153, 0.907, -1.046)
N (-0.329, 0.268, 0.192)
O (0.293, -2.854, 1.666)
O (1.724, -4.436, 0.732)
H (-0.230, 2.147, -2.337)
H (-0.124, -0.989, 1.563)

* energy above the lowest of the compared OMol25 structures with the same formula, charge and spin: 261.7 kJ/mol
* structure (SMILES): [H]/N=N/N=N/[H].O=C=O
* E_tot: -408.68587 Eh
* strongest force on any atom: 5.00 eV Å⁻¹
* E_LUMO: 0.0050 hartree


4.
Formula: C27H44N2O3PPdS4Se4
Source: OMol25
Level of theory: the ωB97M-V functional and the def2-TZVPD basis

CARTESIAN COORDINATES (ANGSTROEM)
Pd (2.037, 0.613, 1.392)
Se (4.467, 0.456, 1.522)
Se (4.021, -0.304, 3.652)
Se (3.613, -2.503, 3.001)
Se (2.016, -1.917, 1.333)
O (2.650, 3.015, 3.219)
S (2.325, 2.837, 1.799)
C (3.517, 3.644, 0.763)
C (4.171, 4.751, 1.278)
C (5.079, 5.415, 0.466)
C (5.310, 4.974, -0.830)
C (4.647, 3.858, -1.326)
C (3.747, 3.177, -0.521)
C (0.878, 3.823, 1.447)
C (0.077, 4.142, 2.531)
C (-1.092, 4.857, 2.310)
C (-1.447, 5.230, 1.023)
C (-0.629, 4.905, -0.053)
C (0.545, 4.200, 0.153)
H (3.982, 5.068, 2.295)
H (5.609, 6.277, 0.848)
H (6.021, 5.496, -1.456)
H (4.846, 3.508, -2.330)
H (3.248, 2.281, -0.876)
H (0.374, 3.838, 3.526)
H (-1.724, 5.122, 3.147)
H (-2.359, 5.788, 0.855)
H (-0.900, 5.217, -1.054)
H (1.201, 3.977, -0.678)
C (1.368, -3.671, -1.791)
C (-0.133, -3.495, -1.837)
C (-0.868, -4.681, -2.424)
O (-0.748, -3.170, -0.540)
P (-0.763, -3.869, 0.864)
S (-2.516, -4.015, 1.640)
S (0.143, -2.593, 2.278)
O (0.114, -5.148, 0.608)
C (0.608, -6.190, 1.523)
C (-0.365, -6.514, 2.634)
C (1.978, -5.791, 2.023)
H (1.711, -3.849, -2.812)
H (1.653, -4.525, -1.184)
H (1.872, -2.779, -1.422)
H (-0.363, -2.597, -2.415)
H (-0.619, -5.594, -1.882)
H (-0.580, -4.808, -3.468)
H (-1.946, -4.526, -2.380)
H (0.694, -7.047, 0.856)
H (-0.476, -5.681, 3.329)
H (0.031, -7.366, 3.189)
H (-1.344, -6.780, 2.243)
H (1.904, -4.940, 2.699)
H (2.649, -5.549, 1.199)
H (2.411, -6.623, 2.581)
C (-5.816, -0.420, 0.944)
C (-4.988, 0.594, 0.158)
C (-4.173, -0.033, -0.971)
C (-3.200, -1.103, -0.489)
N (-2.263, -0.600, 0.515)
C (-1.114, 0.022, 0.283)
S (-0.329, 0.761, 1.637)
N (-0.670, 0.115, -0.970)
C (0.546, 0.794, -1.412)
C (0.460, 1.218, -2.874)
C (-0.242, 2.554, -3.113)
C (-1.703, 2.601, -2.683)
H (-6.492, 0.080, 1.636)
H (-5.191, -1.095, 1.534)
H (-6.421, -1.035, 0.274)
H (-4.316, 1.129, 0.836)
H (-5.645, 1.352, -0.271)
H (-3.631, 0.748, -1.510)
H (-4.845, -0.505, -1.694)
H (-2.648, -1.553, -1.318)
H (-3.726, -1.932, -0.020)
H (-2.465, -0.794, 1.486)
H (-1.225, -0.320, -1.690)
H (1.396, 0.121, -1.266)
H (0.696, 1.665, -0.772)
H (-0.020, 0.421, -3.455)
H (1.479, 1.285, -3.260)
H (-0.163, 2.797, -4.174)
H (0.313, 3.335, -2.581)
H (-2.279, 1.804, -3.161)
H (-2.161, 3.548, -2.969)
H (-1.809, 2.499, -1.601)

* energy above the lowest of the compared OMol25 structures with the same formula, charge and spin: 0.0 kJ/mol
* E_tot: -13058.14558 Eh
* strongest force on any atom: 0.64 eV Å⁻¹
* E_LUMO (spin up / spin down): -0.1348 / -0.1348 hartree
* charge: +1